Entry a
{
  "formula": "C2H6O2",
  "method": "wB97M-V/def2-TZVPD",
  "elements": ["H", "C", "H", "H", "O", "C", "H", "H", "O", "H"],
  "xyz": [[-1.379, 0.217, -0.849], [-0.110, -0.438, 0.711], [-0.201, -1.143, -1.330], [0.247, 1.416, 1.232], [-0.345, 0.631, 1.504], [-0.355, -0.161, -0.757], [1.334, 0.548, -1.182], [-0.604, -1.344, 1.192], [0.403, 0.935, -1.328], [1.010, -0.661, 0.808]],
  "mulliken_charge": [0.262, -0.318, 0.249, 0.347, -0.517, -0.382, 0.327, 0.297, -0.501, 0.235],
  "charge": 0,
  "e_homo_ev": -10.10,
  "homo_lumo_gap_ev": 10.90
}

=====

Entry b
{
  "formula": "C2H6O2",
  "method": "wB97M-V/def2-TZVPD",
  "elements": ["H", "C", "H", "O", "H", "H", "H", "H", "O", "C"],
  "xyz": [[-0.481, -0.691, 2.083], [0.494, 0.037, 0.541], [1.259, -0.751, 0.574], [-0.694, -0.377, 1.197], [-0.110, 1.431, -1.019], [-1.475, -0.651, -0.556], [0.906, 0.937, 1.020], [0.964, 0.136, -1.567], [-0.972, -0.426, -1.354], [0.109, 0.356, -0.918]],
  "mulliken_charge": [0.292, -0.258, 0.291, -0.567, 0.207, 0.327, 0.271, 0.258, -0.521, -0.301],
  "charge": 0,
  "e_homo_ev": -9.98,
  "homo_lumo_gap_ev": 10.73
}

=====

Relative energy of each structure, in kJ/mol: entry a 45.9; entry b 0.0.

=====

Entry a
{
  "formula": "C3H12NOS2",
  "method": "wB97M-V/def2-TZVPD",
  "elements": ["O", "S", "H", "H", "H", "H", "N", "C", "H", "H", "S", "H", "H", "H", "H", "C", "H", "C", "H"],
  "xyz": [[3.088, 1.023, 3.055], [-0.103, -1.214, -1.728], [1.567, 0.908, 0.639], [-1.416, 1.242, -0.943], [0.737, 0.683, 2.020], [1.546, 2.054, 1.807], [0.969, 1.384, 1.313], [-0.202, 2.041, 0.594], [-0.665, 2.747, 1.271], [-1.929, -1.385, -3.304], [-0.697, -0.741, 0.151], [-1.381, -2.965, -2.809], [3.605, 0.294, 2.685], [-2.322, -1.990, -1.614], [-2.162, 1.101, 0.551], [-1.216, 1.000, 0.103], [0.328, 2.434, -0.269], [-1.623, -1.969, -2.443], [3.649, 1.431, 3.722]],
  "mulliken_charge": [-0.622, -0.030, 0.331, 0.337, 0.374, 0.401, -0.394, -0.522, 0.351, 0.284, -0.173, 0.325, 0.323, 0.274, 0.446, -0.590, 0.323, -0.756, 0.318],
  "charge": 1,
  "e_homo_ev": -12.51,
  "homo_lumo_gap_ev": 9.24
}

=====

Entry b
{
  "formula": "C3H12NOS2",
  "method": "wB97M-V/def2-TZVPD",
  "elements": ["O", "C", "H", "N", "C", "H", "H", "H", "H", "H", "H", "C", "H", "S", "S", "H", "H", "H", "H"],
  "xyz": [[-2.827, 0.411, 0.607], [1.927, 0.089, -0.568], [2.282, -0.546, -1.301], [-0.312, 1.385, 0.014], [0.467, 0.418, -0.865], [-0.149, -1.410, -1.815], [-2.744, -0.369, 1.260], [0.460, 0.969, -1.935], [-0.165, -1.688, -0.055], [0.072, 1.294, 0.934], [2.538, 0.945, -0.881], [-0.341, -0.893, -0.853], [-0.146, 2.414, -0.288], [1.179, -1.322, 2.319], [2.598, -0.327, 1.099], [1.567, -2.646, 2.182], [-1.301, 1.260, 0.062], [-3.664, 0.694, 0.928], [-1.442, -0.680, -0.842]],
  "mulliken_charge": [-0.663, -0.838, 0.516, -0.162, 0.076, 0.348, 0.330, 0.238, 0.195, 0.345, 0.398, -1.153, 0.415, -0.260, 0.000, 0.222, 0.254, 0.294, 0.447],
  "charge": 1,
  "e_homo_ev": -12.96,
  "homo_lumo_gap_ev": 9.65
}

=====

Relative energy of each structure, in kJ/mol: entry a 0.0; entry b 80.3.